# 1
Below is a single C4H8O3 molecule, with properties calculated with ωB97M-V/def2-TZVPD.

Geometry (Å):
H  0.51227  2.03356  0.64767
C  -0.81756  -0.43023  -0.33001
O  0.75490  -1.26613  1.36216
H  1.68832  -0.98154  1.36576
H  -1.87946  -0.38911  -0.04412
C  0.95562  1.04766  0.87360
H  0.45767  0.51659  -1.79739
H  -0.69495  0.11465  1.78298
C  0.01502  -0.13545  0.98036
H  -1.21714  0.27452  -2.31292
H  -0.83651  1.59064  -1.19135
C  -0.58625  0.55998  -1.46663
H  0.01719  -2.14435  -0.12423
O  2.14390  0.92011  1.06746
O  -0.51300  -1.71090  -0.81333

Forces on atoms 1 to 2 (eV/Å):
H 0.1 -0.1 0.0
C -0.1 0.3 0.0

The HOMO-LUMO gap is 0.4019 hartree. Its spin multiplicity is 1. Its charge is 0. The energy relative to the best compared isomer or geometry (same formula, charge and spin) comes out at 1.554 eV. Its SMILES is C[C@@H](O)[C@@H](O)C=O.

# 2
Below is a 2-piece molecular cluster, C4H8O3 overall, with properties calculated with ωB97M-V/def2-TZVPD.

Geometry (Å):
O  -0.87457  1.81437  0.51690
H  0.53994  2.06172  -1.16814
O  -1.17837  -0.00121  -1.19788
H  -0.90898  -2.80212  -0.16399
C  1.32424  1.06763  0.19623
C  -0.61254  -1.83620  0.26205
C  0.26193  1.21439  0.99715
H  0.24754  0.81860  2.01233
H  -1.40055  -1.49553  0.93345
O  1.38426  1.59476  -1.05096
H  0.30879  -2.00278  0.81931
H  0.42372  -1.12975  -1.56641
H  -1.29940  1.14803  -0.10810
H  2.24463  0.57504  0.48890
C  -0.39974  -0.88116  -0.87458

Forces on atoms 1 to 2 (eV/Å):
O -0.1 -0.3 -0.1
H 0.1 0.0 -0.2

The HOMO-LUMO gap is 0.3515 hartree. Its spin multiplicity is 1. Its charge is 0. The energy relative to the best compared isomer or geometry (same formula, charge and spin) comes out at 2.307 eV. Its SMILES is O/C=C\O.CC=O.

# 3
Below is C4H8O4 as an isolated structure in a non-equilibrium geometry, with properties calculated with ωB97M-V/def2-TZVPD.

Geometry (Å):
H  -0.31888  -1.58609  -1.06534
H  -1.80747  -1.72308  -0.09108
H  3.24106  -0.27777  1.43034
H  0.78045  0.67295  -1.34913
H  -1.84670  -0.90933  -1.67120
H  -0.67434  1.63614  -1.66494
C  -1.24529  -1.09235  -0.77607
O  -0.00823  -0.11222  1.47418
C  -0.05840  1.18252  -0.88281
H  -1.24487  0.64137  1.56809
C  2.25060  -0.46475  0.98273
O  2.05408  -1.03320  -0.05320
O  1.37029  0.12158  1.79562
O  -1.84626  0.74729  0.65892
C  -0.93320  0.22263  -0.13452
H  0.28716  1.97430  -0.22157

Forces on atoms 1 to 2 (eV/Å):
H 0.0 0.0 0.0
H 0.0 0.0 0.0

The HOMO-LUMO gap is 0.4059 hartree. Its spin multiplicity is 1. Its charge is 0. The energy relative to the best compared isomer or geometry (same formula, charge and spin) comes out at 5.563 eV.

# 4
Below is a single C4H8O4 molecule in a non-equilibrium geometry, with properties calculated with ωB97M-V/def2-TZVPD.

Geometry (Å):
H  -1.81881  -1.32748  0.46656
C  1.50415  -0.28269  -0.34325
C  -1.83413  -0.41169  -0.28337
H  2.34700  0.39845  1.48232
H  1.44558  -1.24923  1.55665
H  -0.27546  -0.54665  -3.22182
O  -1.77195  0.75776  0.46950
H  2.28701  1.36137  -1.28849
C  1.40559  -0.15352  1.17168
O  2.60763  0.36970  -0.98487
H  -2.22433  1.45795  0.09992
C  -0.75720  -0.45795  -1.31425
O  -1.13904  -0.39375  -2.68982
H  -2.74924  -0.49564  -0.89609
H  0.59984  0.52541  1.57076
O  0.47578  -0.32151  -1.17420

Forces on atoms 1 to 2 (eV/Å):
H 0.1 1.8 -1.4
C 1.4 1.1 0.2

The HOMO-LUMO gap (spin up / spin down) is 0.2805 / 0.2555 hartree. Its spin multiplicity is 1. Its charge is 0. The energy relative to the best compared isomer or geometry (same formula, charge and spin) comes out at 6.758 eV.

# 5
Below is a 2-piece molecular cluster, C4H8O4 overall in a non-equilibrium geometry, with properties calculated with ωB97M-V/def2-TZVPD.

Geometry (Å):
H  2.05396  0.47219  -1.92320
C  1.08032  -0.02242  -1.73698
H  0.51463  -2.48180  1.90636
O  -0.22756  -3.04650  2.03440
H  -2.19804  1.59410  -0.09057
O  -1.67307  0.83118  0.14431
O  -0.06646  2.40867  0.37952
H  0.01527  -0.50228  1.56257
O  0.12289  0.08416  -2.41358
C  -0.44757  1.28427  0.42355
C  0.46818  0.14884  0.83008
H  1.32802  0.63682  1.29375
H  -1.04446  -2.83544  1.53343
H  0.13340  -1.53012  -0.46000
H  1.88459  -1.21609  -0.23580
C  0.89824  -0.76145  -0.33462

Forces on atoms 1 to 2 (eV/Å):
H 0.0 -0.1 -0.2
C -0.6 0.5 1.0

The HOMO-LUMO gap (spin up / spin down) is 0.3264 / 0.1878 hartree. Its spin multiplicity is 2. Its charge is +1. The energy relative to the best compared isomer or geometry (same formula, charge and spin) comes out at 0.000 eV.

# 6
Below is C4H8O4S as an isolated structure in a non-equilibrium geometry, with properties calculated with ωB97M-V/def2-TZVPD.

Geometry (Å):
C  -0.84472  0.80822  -0.67083
H  -1.69429  0.28219  -1.20280
O  2.01147  1.16107  -0.16882
H  0.52073  1.74203  1.32308
H  0.58435  2.02758  -1.15499
O  -0.36688  1.95831  -1.17449
C  -0.03714  -2.10677  -0.37619
C  0.39920  -0.75141  -0.77628
H  0.80423  -2.48544  0.32591
S  1.68126  -0.19749  0.20092
H  -0.09830  -2.75111  -1.31951
H  -1.83996  1.69151  0.81196
H  -1.00219  -2.29142  -0.02775
C  -1.22909  0.86423  0.78569
H  -1.55940  -0.06687  1.16093
O  2.82094  -1.02333  0.56677
O  -0.15022  1.13869  1.69642

Forces on atoms 1 to 2 (eV/Å):
C 1.0 -4.6 0.0
H 0.9 1.2 0.0

The HOMO-LUMO gap (spin up / spin down) is 0.2998 / 0.2998 hartree. Its spin multiplicity is 1. Its charge is 0. The energy relative to the best compared isomer or geometry (same formula, charge and spin) comes out at 4.145 eV.

# 7
Below is C4H8ORu as an isolated structure in a non-equilibrium geometry, with properties calculated with ωB97M-V/def2-TZVPD.

Geometry (Å):
C  -0.71449  0.12643  1.52151
H  -0.40550  0.02825  2.56145
C  0.07821  -0.54046  0.50260
O  0.55645  -0.11811  -1.72514
H  0.73921  1.02764  -0.76161
H  1.08507  -0.86341  0.78897
H  -0.07346  -2.02983  -0.93760
H  0.72624  1.79384  1.31987
C  0.12391  1.13911  0.68879
H  -1.78784  0.17416  1.32806
H  -1.31614  -0.71672  -1.08809
H  -0.59597  1.42428  -0.08477
C  -0.24795  -0.93583  -0.91035
Ru  1.83225  -0.50936  -3.20367

Forces on atoms 1 to 2 (eV/Å):
C -0.7 -1.0 -0.6
H -0.1 0.1 -0.3

The HOMO-LUMO gap (spin up / spin down) is 0.2800 / 0.3202 hartree. Its spin multiplicity is 6. Its charge is +1. The energy relative to the best compared isomer or geometry (same formula, charge and spin) comes out at 0.000 eV.

# 8
Below is C4H8OS as an isolated structure in a non-equilibrium geometry, with properties calculated with ωB97M-V/def2-TZVPD.

Geometry (Å):
O  1.19171  0.97692  -0.19695
H  0.44575  -2.37235  0.02907
H  -0.09975  2.26142  0.86105
C  -0.04767  1.59609  -0.00494
H  2.12344  -1.81963  -0.46531
C  -0.71210  0.20604  0.29984
H  -0.48697  -0.07943  1.35479
H  0.19952  -0.37414  -1.53442
S  -2.39552  -0.36910  -0.15416
H  -2.98997  0.87541  -0.01313
H  1.48077  -1.24876  1.07132
C  0.55656  -0.28957  -0.46011
H  -0.47309  2.15566  -0.85223
C  1.20732  -1.51857  0.06520

Forces on atoms 1 to 2 (eV/Å):
O 0.8 -0.5 -0.6
H 1.1 1.1 0.2

The HOMO-LUMO gap is 0.3712 hartree. Its spin multiplicity is 1. Its charge is 0. The energy relative to the best compared isomer or geometry (same formula, charge and spin) comes out at 1.597 eV.

# 9
Below is a single C4H8OS molecule in a non-equilibrium geometry, with properties calculated with ωB97M-V/def2-TZVPD.

Geometry (Å):
S  -2.38412  0.09575  -0.58281
H  -1.15686  0.10249  1.48322
C  0.13293  1.21846  0.09977
H  2.68705  -0.07091  0.24353
C  0.09569  -1.00886  0.12300
O  2.31278  0.02341  -0.64192
H  -0.39560  1.99174  -0.54754
H  0.70492  -1.31954  0.99534
C  0.88704  0.05953  -0.60449
H  -3.01891  -0.95284  0.06114
H  0.51176  0.01669  -1.61189
C  -0.89347  0.11555  0.47399
H  0.59460  1.61913  0.97663
H  -0.07780  -1.89059  -0.46798

Forces on atoms 1 to 2 (eV/Å):
S -0.3 -0.4 0.7
H -0.8 0.1 1.5

The HOMO-LUMO gap is 0.3635 hartree. Its spin multiplicity is 1. Its charge is 0. The energy relative to the best compared isomer or geometry (same formula, charge and spin) comes out at 1.364 eV. Its SMILES is O[C@H]1C[C@H](S)C1.

# 10
Below is a single C4H8OS molecule in a non-equilibrium geometry, with properties calculated with ωB97M-V/def2-TZVPD.

Geometry (Å):
H  -0.49184  -0.82361  -1.39090
S  1.49135  -0.58731  -0.23048
H  1.15169  -1.40168  0.82330
C  -0.77641  0.90161  -0.65536
H  1.48962  1.64796  0.20879
C  -0.61659  0.56768  0.85848
H  -2.02415  -0.94368  1.77262
H  -0.34281  -0.68674  2.45492
H  -1.44554  1.85252  -0.69709
H  -0.91742  -1.71923  0.81700
C  -0.93072  -0.71247  1.45911
O  -1.24245  -0.05177  -1.41733
H  -1.02141  1.31222  1.33464
C  0.60369  1.00540  -0.04507

Forces on atoms 1 to 2 (eV/Å):
H -2.2 2.2 -0.2
S 1.0 -0.7 -0.9

The HOMO-LUMO gap is 0.3492 hartree. Its spin multiplicity is 1. Its charge is 0. The energy relative to the best compared isomer or geometry (same formula, charge and spin) comes out at 3.773 eV. Its SMILES is C[C@@H]1[C@H](O)[C@@H]1S.

# 11
Below is a single C4H8OS molecule in a non-equilibrium geometry, with properties calculated with ωB97M-V/def2-TZVPD.

Geometry (Å):
H  1.36647  -0.33492  -2.40846
C  -0.62834  0.52492  0.81562
S  -2.27941  -0.49337  0.49174
C  -1.51074  0.90393  -0.28264
H  -0.99011  0.82227  -1.22407
H  1.99508  -1.25788  -0.18787
O  0.87907  -0.06288  -1.54278
H  -0.93094  1.04196  1.80581
H  1.36653  0.66257  1.26993
H  0.32631  -1.73460  -0.64899
H  -2.02510  1.89677  0.06750
H  0.74667  -0.84916  1.64067
C  0.68376  -0.14038  0.76030
C  1.00072  -0.97923  -0.55676

Forces on atoms 1 to 2 (eV/Å):
H -1.3 0.6 2.4
C -2.9 -0.2 2.7

The HOMO-LUMO gap is 0.3326 hartree. Its spin multiplicity is 1. Its charge is 0. The energy relative to the best compared isomer or geometry (same formula, charge and spin) comes out at 2.575 eV. Its SMILES is OCC[C@H]1CS1.

# 12
Below is a 2-piece molecular cluster, C4H8OS2 overall in a non-equilibrium geometry, with properties calculated with ωB97M-V/def2-TZVPD.

Geometry (Å):
C  -0.98281  -0.66288  -0.54034
H  -0.63695  -1.30739  1.43104
H  -2.99924  -1.26647  0.11330
S  -1.76615  0.73050  1.65377
H  2.77147  1.07509  1.04923
C  2.72766  1.19265  -0.05017
C  -0.62180  -0.31473  0.91121
H  -0.41865  0.00954  -1.20743
O  -3.18015  -0.10929  -1.48402
H  3.72796  1.40234  -0.46357
H  1.99491  1.96545  -0.31634
H  -0.77277  -1.73617  -0.80548
S  2.16581  -0.42783  -0.63549
C  -2.46994  -0.55863  -0.62667
H  0.46065  0.00783  0.97095

Forces on atoms 1 to 2 (eV/Å):
C 0.4 0.8 -0.4
H 0.6 0.9 0.3

The HOMO-LUMO gap is 0.1530 hartree. Its spin multiplicity is 1. Its charge is 0. The energy relative to the best compared isomer or geometry (same formula, charge and spin) comes out at 5.421 eV.

# 13
Below is a 2-piece molecular cluster, C4H8OS2 overall in a non-equilibrium geometry, with properties calculated with ωB97M-V/def2-TZVPD.

Geometry (Å):
C  -1.20237  1.48849  -0.91919
H  -2.53871  -1.11328  0.54071
C  -1.82334  -0.98935  -0.30482
C  -0.95512  0.25081  -0.15296
H  -1.21730  -1.88159  -0.30208
H  -2.28983  2.00547  -0.86224
H  3.88954  -0.14834  1.29275
C  0.11563  0.28547  0.58253
H  -0.84906  1.30133  -1.88392
H  -2.50098  -0.96240  -1.15062
S  3.82014  -0.31297  -0.01441
O  0.98929  0.73298  1.23139
H  -0.52715  2.26722  -0.46858
H  1.98714  1.78606  -0.24716
S  3.21971  1.61594  -0.72976

Forces on atoms 1 to 2 (eV/Å):
C -2.2 3.0 2.1
H 0.6 0.3 -0.1

The HOMO-LUMO gap (spin up / spin down) is 0.2341 / 0.2622 hartree. Its spin multiplicity is 3. Its charge is 0. The energy relative to the best compared isomer or geometry (same formula, charge and spin) comes out at 0.025 eV.

# 14
Below is a 2-piece molecular cluster, C4H8OSe overall in a non-equilibrium geometry, with properties calculated with ωB97M-V/def2-TZVPD.

Geometry (Å):
H  1.79307  1.99997  -0.18030
H  2.20677  0.65763  1.00477
Se  -0.15408  1.45582  1.15162
H  0.20062  -3.42416  -0.07165
O  -1.52953  -1.52431  0.77884
H  0.76743  -2.36690  -1.45338
H  -1.21593  -1.06373  -1.24339
C  0.31606  -2.36344  -0.42865
C  -0.98950  -1.58248  -0.32246
H  -0.63673  3.23732  -0.63946
C  1.48416  1.30052  0.51238
H  -2.18400  2.89945  0.42743
C  -1.12407  2.62052  0.20966
H  1.06574  -1.84620  0.25458

Forces on atoms 1 to 2 (eV/Å):
H 0.8 1.2 -1.5
H -0.4 0.1 0.1

The HOMO-LUMO gap (spin up / spin down) is 0.2829 / 0.2826 hartree. Its spin multiplicity is 1. Its charge is 0. The energy relative to the best compared isomer or geometry (same formula, charge and spin) comes out at 3.267 eV.

# 15
Below is a single C4H8OSi molecule in a non-equilibrium geometry, with properties calculated with ωB97M-V/def2-TZVPD.

Geometry (Å):
H  -1.76225  -2.23158  -1.23247
C  0.98676  1.62573  0.09781
O  1.84884  -0.91989  1.34702
H  -0.24502  -2.78482  -0.33058
C  -0.97377  -2.05788  -0.57648
H  0.08073  3.23168  -0.75382
H  1.96052  -0.63369  -1.19369
C  0.22020  2.23221  -0.81685
H  1.78491  -1.85265  1.65153
H  -1.47364  -0.04798  -0.38056
Si  1.08287  -0.23458  0.09414
H  -0.28308  1.70790  -1.67034
C  -0.71103  -0.81021  -0.26259
H  1.49386  2.23410  0.84145

Forces on atoms 1 to 2 (eV/Å):
H -1.7 -1.1 -0.4
C -0.2 -0.3 0.0

The HOMO-LUMO gap is 0.3802 hartree. Its spin multiplicity is 1. Its charge is 0. The energy relative to the best compared isomer or geometry (same formula, charge and spin) comes out at 0.797 eV. Its SMILES is C=C[SiH](O)C=C.

# 16
Below is C4H8OZn as an isolated structure in a non-equilibrium geometry, with properties calculated with ωB97M-V/def2-TZVPD.

Geometry (Å):
O  1.28628  -1.14944  -1.17782
H  1.74216  0.64971  -0.25197
H  -1.09738  -1.42398  0.64539
H  0.22899  -0.65718  1.10521
C  -0.81959  1.11635  0.70964
H  0.96648  0.80247  -1.87228
H  -1.35637  -0.46344  2.15389
H  -0.07355  1.70833  1.24137
C  -0.35226  0.34190  -0.38635
Zn  2.23933  -2.09365  -2.09351
C  1.02238  0.18533  -0.95008
H  -1.82423  1.53177  0.65487
C  -0.82949  -0.39961  1.19985
H  -1.13277  -0.14855  -0.97820

Forces on atoms 1 to 2 (eV/Å):
O -2.5 1.6 2.3
H 0.0 -0.3 -0.4

The HOMO-LUMO gap is 0.2922 hartree. Its spin multiplicity is 1. Its charge is +2.

# 17
Below is C4H8P2 as an isolated structure in a non-equilibrium geometry, with properties calculated with ωB97M-V/def2-TZVPD.

Geometry (Å):
H  3.10970  -0.79733  0.14092
P  -0.16945  1.11352  0.21266
P  0.13098  -1.68025  0.03874
C  -1.25618  -0.18968  -0.02016
C  1.18264  -0.04924  -0.29764
C  -2.73407  -0.34034  0.19383
H  3.09896  0.84154  -0.32517
H  -3.28267  -1.12201  -0.39107
H  -3.27274  0.62380  -0.09919
H  2.62155  0.28176  1.42653
C  2.52713  0.04543  0.30010
H  -2.99036  -0.47927  1.19344
H  1.39217  0.06586  -1.35556
H  -0.35767  1.68621  -1.01743

Forces on atoms 1 to 2 (eV/Å):
H 0.9 -2.0 -0.3
P 1.4 0.3 0.4

The HOMO-LUMO gap (spin up / spin down) is 0.2789 / 0.2672 hartree. Its spin multiplicity is 1. Its charge is 0. The energy relative to the best compared isomer or geometry (same formula, charge and spin) comes out at 2.752 eV.